45
Properties=species:S:1:pos:R:3:mulliken_spin:R:1 method="wB97M-V/def2-TZVPD" e_homo_ev="-11.1186 / -11.1001" total_charge=+1 spin_multiplicity=3 homo_lumo_gap_ev="7.65 / 7.44"
Ni -1.06266 -0.40969 0.15478 1.722
C -2.16817 3.71605 0.69507 0.003
C -2.08734 2.24132 0.49761 0.009
N -1.00721 1.58620 0.32775 0.073
N 0.22803 2.15990 0.35928 0.017
C 1.11500 1.19216 0.40178 0.003
O 0.80094 -0.07432 0.44697 0.061
C 2.54710 1.55350 0.40103 0.004
C 2.94179 2.88998 0.37562 -0.001
C 4.28830 3.21085 0.34900 0.000
C 5.24515 2.20410 0.34745 0.000
C 4.85601 0.87187 0.38069 0.000
C 3.50937 0.54659 0.40915 0.004
C -3.29040 1.37009 0.51558 0.009
C -4.58311 1.85728 0.53517 0.002
C -5.64182 0.95953 0.54709 0.000
C -5.38304 -0.39947 0.55008 0.003
C -4.06274 -0.81588 0.54207 0.003
N -3.04642 0.04616 0.52939 0.050
H -1.16956 4.14092 0.69302 0.001
H -2.66069 3.95137 1.64054 0.001
H -2.75145 4.17362 -0.10745 0.000
H 2.18667 3.66309 0.37732 -0.002
H 4.59485 4.24838 0.32808 0.000
H 6.29675 2.45936 0.32266 0.000
H 5.60327 0.08925 0.38643 0.000
H 3.18812 -0.48546 0.44673 0.002
H -4.76013 2.92366 0.53621 0.000
H -6.66046 1.32386 0.55044 0.000
H -6.18099 -1.12793 0.56123 0.000
H -3.79798 -1.86466 0.55340 0.000
O -1.36026 -2.24098 -0.43288 0.027
S -0.69176 -3.18162 -1.45401 0.007
C 0.86985 -2.38483 -1.95063 0.002
C 1.98900 -3.37018 -1.63628 -0.001
C 1.60832 -3.99858 -0.29822 0.000
C 0.15764 -4.43990 -0.46315 0.001
H 0.93497 -1.50768 -1.30167 -0.003
H 0.80358 -2.07167 -2.99015 0.001
H 2.94795 -2.85505 -1.59949 0.000
H 2.05532 -4.13770 -2.41030 0.000
H 1.69122 -3.26196 0.50328 0.000
H 2.24303 -4.84630 -0.04552 0.000
H -0.40961 -4.54019 0.46083 0.000
H 0.07359 -5.36505 -1.03599 0.001